Entry from OMol25: C5H8O2 as an isolated structure (ωB97M-V/def2-TZVPD).

XYZ file:
```
15
Properties=species:S:1:pos:R:3:forces:R:3:lowdin_charge:R:1
C -1.78969 -0.17075 0.89871 0.0 0.0 0.1 -0.088
C -1.25264 0.49200 -0.31834 -0.2 0.4 -0.2 -0.293
O -0.37024 1.39968 -0.25336 -0.2 -0.2 0.0 -0.051
C 1.36068 0.91831 -0.78600 0.4 0.0 -0.1 -0.064
C 1.82208 -0.20291 -0.08435 0.3 0.1 -0.2 -0.061
O 0.49734 -0.90843 1.05429 -0.3 0.0 -0.1 -0.051
C -0.65927 -1.07690 0.56474 0.1 -0.4 0.3 -0.293
H -1.67510 0.39116 1.82289 0.0 -0.1 -0.1 0.128
H -2.77267 -0.62085 0.75942 0.2 0.1 0.0 0.119
H -1.63573 0.17336 -1.29622 0.1 0.0 0.1 0.138
H 1.74160 1.89691 -0.51841 -0.1 -0.2 0.0 0.096
H 1.10857 0.81190 -1.83812 0.0 0.0 0.2 0.094
H 1.95771 -1.14109 -0.61444 -0.1 0.2 0.1 0.093
H 2.51278 -0.05530 0.73801 -0.2 0.0 -0.1 0.095
H -0.84542 -1.90708 -0.12882 0.0 0.1 0.0 0.138
```
Positions in Å, forces in eV/Å.

Results
E_LUMO (eV): 0.231
Frontier orbital gap (eV): 8.1
M (g mol⁻¹): 100.1
HOMO level (eV): -7.912

---

Entry from OMol25: a 2-piece molecular cluster, C5H8O2 overall (ωB97M-V/def2-TZVPD).

XYZ file:
```
15
Properties=species:S:1:pos:R:3:forces:R:3:lowdin_charge:R:1
C -1.11997 0.56237 -1.32564 -2.4 -0.4 1.0 -0.034
C -0.18694 1.02523 -0.25355 -1.4 1.3 1.2 -0.584
C -0.54692 1.23555 1.22721 2.1 -2.3 0.6 -0.016
O 0.83228 1.49475 -0.62265 2.9 0.8 -1.0 0.069
H -0.60756 -0.21489 -1.90456 -0.2 1.0 -0.6 0.089
H -1.64612 1.47318 -1.74129 1.4 -0.9 -0.5 0.112
H -2.02447 0.07484 -0.93156 0.3 -0.3 0.3 0.073
H -0.53188 0.24168 1.79054 -0.9 1.4 -0.8 0.098
H -1.41814 1.80196 1.27969 -1.9 0.5 0.4 0.048
H 0.24861 1.79952 1.75186 -0.2 -0.1 -0.8 0.088
C 2.69103 -2.09284 0.99064 -0.7 4.5 -0.1 0.055
C 1.60468 -1.52574 0.57128 0.3 -1.1 0.6 -0.211
O 0.56707 -1.12728 0.29676 -0.9 0.0 -0.6 0.156
H 3.40925 -1.49031 1.44054 1.2 1.0 0.6 0.054
H 2.82299 -3.05140 0.95630 0.6 -5.4 -0.4 0.002
```
Positions in Å, forces in eV/Å.

Results
E_LUMO (eV): 0.761
Frontier orbital gap (eV): 10.0
M (g mol⁻¹): 100.1
HOMO level (eV): -9.212
SMILES: CC(C)=O.C=C=O

---

Entry from OMol25: C5H8O2 as an isolated structure (ωB97M-V/def2-TZVPD).

XYZ file:
```
15
Properties=species:S:1:pos:R:3:forces:R:3:lowdin_charge:R:1
C -1.87342 -0.24256 -0.25722 0.0 0.0 0.0 -0.024
C -0.67413 0.61201 0.08418 -0.2 0.0 -0.3 -0.293
O -0.25864 0.58400 1.47406 0.0 0.0 0.1 -0.033
C 1.10221 0.41879 1.07354 0.3 0.1 0.1 -0.195
C 1.27524 -0.93145 0.45140 0.0 -0.2 -0.1 0.010
C 0.72894 0.22620 -0.35727 -0.1 0.0 0.2 -0.415
O 1.32395 0.71673 -1.50289 -0.1 -0.1 -0.2 0.050
H -1.64238 -1.31041 -0.18836 0.0 0.1 0.0 0.080
H -2.70677 -0.02177 0.41769 0.1 0.0 -0.1 0.085
H -2.19634 -0.01576 -1.28136 0.0 -0.1 0.2 0.084
H -0.84918 1.65702 -0.20441 0.0 -0.1 0.1 0.156
H 1.86893 1.01189 1.56123 -0.1 -0.1 -0.1 0.155
H 2.29958 -1.17999 0.17738 -0.2 0.1 0.1 0.118
H 0.65833 -1.75875 0.80118 0.1 0.2 -0.1 0.111
H 0.94368 0.23404 -2.24916 0.2 0.1 0.1 0.111
```
Positions in Å, forces in eV/Å.

Results
E_LUMO (eV): 0.780
Frontier orbital gap (eV): 10.1
M (g mol⁻¹): 100.1
HOMO level (eV): -9.358

---

Entry from OMol25: a 2-piece molecular cluster, C5H8O2 overall (ωB97M-V/def2-TZVPD).

XYZ file:
```
15
Properties=species:S:1:pos:R:3:forces:R:3:lowdin_charge:R:1
C -0.09652 -1.52430 0.67761 0.8 -2.2 3.6 -0.108
O 0.08059 -0.81706 -0.47909 -1.9 -1.0 -1.4 -0.036
C 1.05859 -0.01843 -0.65113 1.5 0.4 -0.6 -0.413
C 2.19082 0.46598 -0.30284 1.2 0.3 1.4 0.000
C 1.65293 0.88404 -1.64487 -1.6 3.2 -1.0 -0.103
H 0.46762 -2.58247 0.82854 -0.7 2.4 -1.1 0.130
H -1.16114 -1.81336 0.69965 0.4 0.4 0.3 0.083
H 0.23566 -0.92924 1.61418 -0.8 -0.7 -1.5 0.120
H 2.84529 0.71368 0.53303 0.0 -0.2 -0.7 0.097
H 1.20241 2.02966 -1.67582 0.9 -2.8 -0.3 0.127
H 1.97191 0.54498 -2.67186 0.2 0.2 1.3 0.088
C -3.18215 1.38800 -0.10567 -1.4 -3.0 2.7 -0.174
O -2.11884 1.53352 -0.58703 1.0 1.5 -1.4 0.017
H -3.26936 0.43972 0.56095 -0.4 0.9 -0.6 0.089
H -4.14724 1.95227 -0.09373 0.8 0.6 -0.8 0.084
```
Positions in Å, forces in eV/Å.

Results
E_LUMO (eV): 0.861
Frontier orbital gap (eV): 9.1
M (g mol⁻¹): 100.1
HOMO level (eV): -8.221
SMILES: COC1=CC1.C=O